(1)
This record from OMol25 describes a cluster of 3 separate species, C5H12N2 in total in a non-equilibrium geometry. The level of theory is wB97M-V/def2-TZVPD.

The geometry in ORCA input format:
```
! RIJCOSX wB97M-V def2-TZVPD def2/J DEFGRID3
* xyz 0 1
C -1.690 -1.265 -0.054
N -0.384 -1.187 0.625
C -0.067 -0.018 1.413
C -0.877 1.017 1.681
H -0.230 -2.041 1.171
H 0.888 -0.126 1.913
H -1.714 -2.168 -0.666
H -2.502 -1.300 0.672
H -1.782 -0.400 -0.710
H -0.505 1.841 2.276
H -1.777 1.219 1.115
C 0.851 1.180 -1.765
C 1.454 0.160 -0.837
N 2.697 0.269 -0.535
H 2.992 -0.505 0.072
H 0.606 -0.956 -0.374
H 0.713 0.740 -2.758
H -0.143 1.459 -1.401
H 1.471 2.079 -1.837
*
```

* LUMO level: 0.75 eV

---

(2)
This record from OMol25 describes the molecule C5H12N2 in a non-equilibrium geometry. The level of theory is wB97M-V/def2-TZVPD.

The geometry in ORCA input format:
```
! RIJCOSX wB97M-V def2-TZVPD def2/J DEFGRID3
* xyz 0 1
C 0.259 2.473 -0.756
C -0.511 1.224 -1.256
C -1.059 0.167 -0.228
C 0.008 -0.749 0.335
N 0.669 -1.636 -0.611
C -0.303 -1.362 1.504
N 0.853 -2.015 2.058
H 0.963 2.287 0.108
H 0.933 2.920 -1.608
H -0.394 3.329 -0.628
H -1.413 1.473 -1.766
H 0.133 0.837 -2.030
H -1.672 -0.528 -0.808
H -1.817 0.668 0.370
H 1.577 -1.806 -0.178
H 0.959 -0.943 -1.385
H -1.133 -1.206 2.180
H 1.148 -2.932 1.604
H 0.798 -2.202 3.094
*
```

* SMILES: CCC/C(N)=C/N
* LUMO level: 0.95 eV

---

(3)
This record from OMol25 describes a cluster of 2 separate species, C5H12N2 in total in a non-equilibrium geometry. The level of theory is wB97M-V/def2-TZVPD.

The geometry in ORCA input format:
```
! RIJCOSX wB97M-V def2-TZVPD def2/J DEFGRID3
* xyz 0 1
C 1.981 0.570 0.173
C 1.105 -0.096 -0.878
N -0.544 -0.132 -0.935
C -1.295 1.054 -0.704
N -1.220 -1.327 -0.922
H 1.595 1.548 0.457
H 2.104 -0.066 1.041
H 2.990 0.701 -0.218
H 1.249 0.456 -1.821
H 1.374 -1.136 -1.053
H -1.694 1.009 0.331
H -2.130 1.161 -1.424
H -0.662 1.927 -0.780
H -1.497 -1.657 -1.849
H -1.869 -1.433 -0.150
C -0.095 -1.090 1.881
C -0.681 -0.143 2.349
H 0.362 -1.988 1.564
H -1.073 0.642 2.936
*
```

* SMILES: CCN(C)N.C#C
* LUMO level: 1.13 eV

---

- Among the records above, which one has the lowest LUMO level?
  number 1

---

- What is the formula in the second record?
  C5H12N2

---

- Which of these has the highest LUMO level?
  number 3